C10H34BInO10 as an isolated structure, computed with ωB97M-V/def2-TZVPD.

Summary:
Relative energy (zero: lowest compared OMol25 entry of this formula, charge and spin): 547.6 kJ/mol
HOMO: -13.93 eV
Total charge: +2
Gap between HOMO and LUMO: 0.0581 Ha
LUMO energy: -12.35 eV

Positions of all 56 atoms, in Å:
In: -4.29 -0.76 -2.51
B: 0.40 -0.94 -0.02
H: 1.24 -1.09 0.63
H: 0.74 -0.53 -0.96
H: -0.13 -1.87 -0.19
H: -0.30 -0.29 0.49
C: -4.99 -3.41 3.54
C: -4.25 -4.53 2.82
O: -4.80 -4.74 1.53
O: -4.86 -2.10 2.97
H: -4.65 -3.43 4.58
H: -6.07 -3.57 3.50
H: -4.25 -5.43 3.43
H: -3.19 -4.32 2.69
H: -5.24 -5.59 1.49
H: -5.03 -1.45 3.65
C: -1.37 5.13 -3.36
C: -1.43 4.99 -1.81
O: -2.63 4.39 -1.41
O: -1.28 3.82 -3.94
H: -0.49 5.73 -3.61
H: -2.21 5.70 -3.76
H: -1.24 5.90 -1.22
H: -0.60 4.39 -1.45
H: -2.81 4.74 -0.53
H: -1.18 3.99 -4.88
C: 0.03 -2.77 -6.66
C: -0.95 -2.67 -7.85
O: -2.08 -1.85 -7.39
O: -0.63 -3.45 -5.61
H: 0.25 -1.76 -6.33
H: 0.97 -3.25 -6.91
H: -1.33 -3.63 -8.21
H: -0.60 -2.19 -8.76
H: -2.61 -1.65 -8.16
H: -0.42 -4.38 -5.72
C: 1.51 1.88 8.04
C: 1.66 1.84 6.53
O: 1.78 0.46 6.10
O: 0.15 1.77 8.37
H: 1.91 2.85 8.34
H: 2.13 1.13 8.53
H: 2.55 2.42 6.28
H: 0.85 2.43 6.11
H: 1.57 0.56 5.17
H: 0.00 2.21 9.21
C: 6.22 0.21 -0.93
C: 6.16 1.15 0.23
O: 4.86 1.55 0.50
O: 5.50 -1.00 -0.73
H: 7.28 0.00 -1.08
H: 5.84 0.67 -1.85
H: 6.88 1.94 0.02
H: 6.53 0.75 1.18
H: 4.32 0.77 0.59
H: 4.58 -0.75 -0.69

A 6-piece molecular cluster, C10H34BO10 overall, computed with ωB97M-V/def2-TZVPD.

Summary:
Relative energy (zero: lowest compared OMol25 entry of this formula, charge and spin): 150.5 kJ/mol
HOMO: -6.74 eV
Total charge: -1
Gap between HOMO and LUMO: 0.3505 Ha
LUMO energy: 2.80 eV

Positions of all 55 atoms, in Å:
B: 4.97 11.02 19.63
H: 5.43 10.21 18.95
H: 3.83 10.83 19.71
H: 5.49 10.99 20.66
H: 5.00 12.10 19.24
C: 6.67 12.10 16.13
C: 7.44 12.61 17.35
O: 7.63 11.61 18.34
O: 5.27 12.25 16.29
H: 6.91 11.05 15.94
H: 6.96 12.62 15.21
H: 6.87 13.47 17.70
H: 8.44 12.87 16.98
H: 6.79 11.37 18.79
H: 5.00 12.10 17.21
C: 7.15 6.52 19.55
C: 7.17 7.76 20.47
O: 5.82 8.24 20.54
O: 7.21 6.87 18.19
H: 6.17 6.05 19.74
H: 7.89 5.77 19.85
H: 7.73 8.60 20.05
H: 7.43 7.54 21.51
H: 5.81 9.17 20.25
H: 6.51 7.55 18.17
C: 1.82 13.48 18.67
C: 0.38 13.87 18.31
O: 0.34 15.19 17.76
O: 1.71 12.10 18.94
H: 2.12 14.01 19.58
H: 2.51 13.87 17.91
H: -0.09 13.89 19.31
H: -0.07 13.06 17.74
H: -0.55 15.23 17.39
H: 2.56 11.66 19.13
C: 3.80 10.84 23.13
C: 3.00 11.13 24.35
O: 1.61 10.82 24.25
O: 3.37 11.69 22.04
H: 3.70 9.89 22.59
H: 4.87 11.01 23.32
H: 3.00 12.22 24.48
H: 3.36 10.68 25.28
H: 1.38 10.83 23.31
H: 3.85 11.39 21.23
C: 6.68 14.51 22.05
C: 7.99 15.11 22.52
O: 9.00 14.13 22.33
O: 6.81 13.73 20.87
H: 5.92 15.26 21.83
H: 6.20 13.84 22.77
H: 7.96 15.46 23.56
H: 8.15 15.90 21.78
H: 9.85 14.52 22.55
H: 6.08 13.14 20.66

A 7-piece molecular cluster, C10H34N4O7 overall, computed with ωB97M-V/def2-TZVPD.

Summary:
Relative energy (zero: lowest compared OMol25 entry of this formula, charge and spin): 394.1 kJ/mol
SMILES: NC(N)=O.NC(N)=O.CCO.CCO.CCO.CO.CO
HOMO: -8.67 eV
Gap between HOMO and LUMO: 0.3268 Ha
LUMO energy: 0.22 eV

Positions of all 55 atoms, in Å:
N: -2.47 -1.02 -0.87
C: -3.25 -1.90 -0.31
N: -4.53 -1.63 -0.43
O: -2.77 -2.99 0.44
H: -1.45 -1.27 -0.81
H: -2.62 -0.12 -1.35
H: -5.15 -2.18 0.19
H: -4.86 -1.06 -1.25
N: 3.29 -1.83 2.08
C: 3.79 -1.27 1.04
N: 3.63 0.00 1.11
O: 4.43 -1.87 -0.03
H: 3.73 -2.73 2.24
H: 3.15 -1.21 2.89
H: 4.17 0.59 0.43
H: 3.17 0.62 1.83
C: 0.20 -0.07 -2.48
C: 1.41 -0.54 -1.59
O: 1.07 -0.84 -0.27
H: -0.29 0.78 -2.00
H: -0.51 -0.86 -2.50
H: 0.52 0.31 -3.50
H: 2.06 0.30 -1.51
H: 1.95 -1.34 -2.06
H: 1.81 -0.70 0.31
C: 1.96 2.64 0.13
C: 1.07 3.63 -0.65
O: 0.11 4.16 0.27
H: 2.44 3.02 0.97
H: 2.74 2.17 -0.49
H: 1.34 1.75 0.56
H: 0.63 3.03 -1.45
H: 1.68 4.37 -1.13
H: 0.40 5.08 0.48
C: -0.75 -3.99 2.40
C: 0.08 -2.82 1.83
O: 0.69 -2.05 2.77
H: -0.20 -4.77 3.04
H: -1.23 -4.50 1.61
H: -1.49 -3.57 3.04
H: -0.55 -2.11 1.24
H: 0.83 -3.15 1.13
H: 1.57 -1.81 2.41
C: -2.12 2.16 -3.22
O: -2.16 2.32 -1.84
H: -2.27 1.17 -3.56
H: -1.14 2.44 -3.65
H: -2.92 2.73 -3.71
H: -2.05 3.31 -1.77
C: -1.16 1.14 1.34
O: -2.21 1.92 1.84
H: -0.38 1.18 2.11
H: -0.90 1.41 0.36
H: -1.57 0.14 1.21
H: -2.93 1.86 1.13

A 8-piece molecular cluster, C10H35BF4NO7 overall, computed with ωB97M-V/def2-TZVPD.

Summary:
Relative energy (zero: lowest compared OMol25 entry of this formula, charge and spin): 0.0 kJ/mol
HOMO: -6.85 eV
Total charge: -1
Gap between HOMO and LUMO: 0.3615 Ha
LUMO energy: 2.99 eV

Positions of all 58 atoms, in Å:
B: -5.75 -14.29 -20.18
F: -4.77 -13.94 -21.10
F: -5.19 -14.89 -19.03
F: -6.54 -13.19 -19.82
F: -6.56 -15.31 -20.74
C: -6.34 -9.69 -22.82
C: -6.06 -11.18 -22.59
O: -7.23 -11.81 -22.08
H: -6.81 -9.28 -21.93
H: -7.02 -9.59 -23.67
H: -5.47 -9.09 -23.10
H: -5.31 -11.28 -21.80
H: -5.68 -11.64 -23.51
H: -6.96 -12.26 -21.26
C: -5.04 -19.30 -17.23
C: -4.86 -18.19 -18.27
O: -4.40 -17.03 -17.58
H: -4.05 -19.49 -16.82
H: -5.39 -20.21 -17.71
H: -5.77 -19.04 -16.47
H: -5.85 -17.94 -18.65
H: -4.17 -18.54 -19.04
H: -4.63 -16.23 -18.09
C: -1.99 -11.53 -21.28
C: -2.55 -11.31 -19.86
O: -3.00 -12.56 -19.32
H: -1.33 -12.40 -21.20
H: -1.45 -10.63 -21.57
H: -2.69 -11.80 -22.07
H: -3.40 -10.61 -19.88
H: -1.76 -10.86 -19.26
H: -3.68 -12.82 -19.95
O: -5.13 -14.70 -23.99
H: -5.45 -14.18 -23.24
H: -5.70 -15.47 -24.02
O: -6.85 -17.74 -21.87
H: -6.67 -16.89 -21.42
H: -5.99 -18.04 -22.18
O: -3.09 -16.45 -20.61
H: -2.96 -16.60 -19.66
H: -3.64 -15.66 -20.65
C: -12.07 -16.67 -20.75
C: -10.88 -15.82 -21.23
C: -9.92 -15.47 -20.11
O: -9.34 -16.60 -19.49
C: -8.62 -16.30 -18.31
N: -10.22 -16.52 -22.35
H: -11.85 -17.73 -20.67
H: -12.89 -16.59 -21.46
H: -12.48 -16.31 -19.80
H: -11.31 -14.92 -21.65
H: -10.46 -14.90 -19.35
H: -9.09 -14.87 -20.51
H: -7.94 -15.47 -18.51
H: -8.14 -17.21 -17.95
H: -9.25 -15.86 -17.53
H: -9.36 -16.94 -21.98
H: -9.87 -15.82 -23.00

We obtain E values of -1367.647660 -1178.548096 -1146.960766 -1408.060307 a.u. for the records listed above, in that order.